{"formula": "C47H44BrF2IN7NaO5", "method": "ωB97M-V with the def2-TZVPD basis set", "elements": ["Na", "C", "C", "C", "C", "C", "C", "C", "C", "C", "C", "C", "C", "N", "C", "C", "C", "C", "C", "C", "F", "H", "H", "H", "H", "H", "H", "H", "H", "H", "H", "H", "H", "H", "H", "H", "H", "H", "H", "H", "H", "H", "C", "C", "C", "C", "C", "C", "C", "F", "C", "C", "C", "O", "C", "C", "N", "C", "C", "O", "O", "H", "H", "H", "H", "H", "H", "H", "H", "H", "H", "H", "O", "C", "N", "C", "O", "C", "C", "C", "C", "N", "C", "H", "H", "H", "H", "H", "H", "H", "H", "N", "C", "N", "C", "N", "Br", "C", "C", "C", "C", "C", "C", "I", "H", "H", "H", "H"], "coordinates": [[-0.95654, -0.72424, 0.19388], [-2.75112, 2.51499, 4.03191], [-3.20492, 2.28893, 2.58948], [-4.72065, 2.62907, 2.49357], [-2.35803, 3.11892, 1.62105], [-2.58407, 4.41109, 1.44048], [-1.82834, 5.24776, 0.51219], [-0.92699, 4.71213, -0.30856], [-0.63859, 3.27330, -0.40997], [0.90186, 3.05362, -0.59416], [1.37352, 2.90388, -2.05392], [1.77739, 4.09789, 0.04907], [-1.34682, 2.36324, 0.75293], [-0.59658, 1.37560, 1.48683], [0.13742, 1.74082, 2.53029], [0.43658, 3.06329, 2.91029], [1.17848, 3.38387, 4.03877], [1.66126, 2.37449, 4.83938], [1.44707, 1.03499, 4.51113], [0.73249, 0.73087, 3.38199], [0.50888, -0.58662, 3.07087], [-3.36662, 1.93844, 4.74518], [-2.81593, 3.59028, 4.29296], [-1.73971, 2.17385, 4.16043], [-3.02689, 1.24337, 2.37101], [-4.86370, 3.69877, 2.66961], [-5.32610, 2.08774, 3.22263], [-5.12971, 2.37376, 1.53519], [-3.34872, 4.87071, 2.07009], [-2.00535, 6.31463, 0.53119], [-0.34706, 5.35869, -0.99138], [1.10490, 2.08872, -0.11502], [1.15091, 3.80052, -2.63738], [0.91760, 2.06931, -2.61159], [2.46336, 2.78701, -2.06108], [1.76531, 5.04197, -0.49699], [2.81620, 3.73802, 0.00964], [1.55528, 4.23608, 1.10124], [-0.03166, 3.90035, 2.39632], [1.46190, 4.41296, 4.27441], [2.25914, 2.57040, 5.69593], [1.91012, 0.23352, 5.09962], [2.51478, -3.43648, -6.34928], [2.28082, -4.56254, -5.37394], [3.56449, -5.34463, -5.21474], [3.36652, -6.50656, -4.24633], [2.73955, -6.06777, -2.94169], [2.85442, -6.81790, -1.78006], [2.34442, -6.32825, -0.58972], [2.48995, -7.09305, 0.51238], [1.74609, -5.09523, -0.52967], [1.63006, -4.29436, -1.68705], [0.99756, -2.94509, -1.58745], [0.75291, -2.50797, -0.46779], [0.71654, -2.31238, -2.84013], [1.21491, -2.89667, -3.95163], [1.85615, -4.07653, -4.06757], [2.07917, -4.81416, -2.89859], [0.07177, -0.91089, -3.02192], [0.34097, -0.37092, -4.10055], [-0.62843, -0.52766, -2.06671], [2.97767, -3.92740, -7.23251], [3.20356, -2.71499, -5.94879], [1.62556, -2.88567, -6.63068], [1.49849, -5.24366, -5.75849], [4.34241, -4.68765, -4.85760], [3.89406, -5.67004, -6.20837], [4.32667, -6.99342, -4.04287], [2.76092, -7.29242, -4.68814], [3.39431, -7.72991, -1.84098], [1.37407, -4.73724, 0.40472], [1.14667, -2.26565, -4.83990], [-6.11243, 4.59434, -1.53865], [-6.44687, 3.46938, -0.76304], [-6.58519, 2.21638, -1.46573], [-5.63207, 1.17315, -1.44031], [-5.98544, 0.00788, -1.44194], [-4.20847, 1.63716, -1.39325], [-3.73381, 2.67064, -2.34775], [-2.48557, 3.15239, -2.34618], [-1.49581, 2.47290, -1.44365], [-2.09670, 1.66253, -0.38734], [-3.38968, 1.26408, -0.39025], [-5.19257, 4.45668, -1.88348], [-7.42203, 3.71861, -0.35789], [-5.75225, 3.38477, 0.05258], [-7.53876, 1.86004, -1.52170], [-4.45296, 3.01807, -3.05903], [-2.18112, 3.91905, -3.05465], [-0.84739, 1.84389, -2.09718], [-3.75071, 0.65797, 0.43086], [-2.95163, -1.70528, 1.48493], [-3.55475, -2.21200, 2.33860], [-4.23699, -2.86381, 3.20993], [-4.84672, -2.34241, 4.23507], [-5.48213, -2.04765, 5.16993], [4.49361, -5.05744, 3.01027], [5.26520, -3.36969, 3.32078], [6.36629, -3.31826, 4.17131], [6.98191, -2.11185, 4.44822], [6.49758, -0.94173, 3.84400], [5.38116, -1.01367, 3.01495], [4.76951, -2.20998, 2.71516], [3.09236, -2.07698, 1.50274], [6.65188, -4.21545, 4.70046], [7.78814, -2.10449, 5.17441], [7.01284, -0.00077, 4.00493], [4.95894, -0.06844, 2.59940]], "charge": -2, "e_above_lowest_kj_mol": 0.0, "homo_energy_ev": [-1.829, -1.830], "lumo_ev": [3.3, 3.3]}


{"formula": "C5H8O", "method": "ωB97M-V with the def2-TZVPD basis set", "elements": ["C", "C", "C", "C", "C", "O", "H", "H", "H", "H", "H", "H", "H", "H"], "coordinates": [[-1.26151, -1.12371, -0.31254], [-0.54431, -0.30434, -1.09487], [0.49533, 0.50382, -0.35586], [1.55530, -0.28053, 0.43867], [-0.55768, 1.20513, 0.54325], [-1.38775, 0.60864, 1.18857], [-0.82703, -1.62560, 0.54664], [-2.33150, -1.26163, -0.42581], [-0.99995, 0.17987, -1.96009], [1.00433, 1.26072, -0.96954], [1.09829, -0.91604, 1.20149], [2.26734, 0.38201, 0.94560], [2.12208, -0.92435, -0.24314], [-0.63295, 2.29599, 0.49764]], "smiles": "C=C[C@H](C)C=O", "e_above_lowest_kj_mol": 238.1, "homo_energy_ev": -8.878, "lumo_ev": 0.5}


{"formula": "C51H132N4O17", "method": "ωB97M-V with the def2-TZVPD basis set", "elements": ["C", "O", "C", "C", "N", "C", "C", "O", "C", "H", "H", "H", "H", "H", "H", "H", "H", "H", "H", "H", "H", "H", "H", "H", "C", "O", "C", "C", "N", "C", "C", "O", "C", "H", "H", "H", "H", "H", "H", "H", "H", "H", "H", "H", "H", "H", "H", "H", "C", "O", "C", "C", "N", "C", "C", "O", "C", "H", "H", "H", "H", "H", "H", "H", "H", "H", "H", "H", "H", "H", "H", "H", "C", "O", "C", "C", "N", "C", "C", "O", "C", "H", "H", "H", "H", "H", "H", "H", "H", "H", "H", "H", "H", "H", "H", "H", "C", "C", "C", "O", "H", "H", "H", "H", "H", "H", "H", "H", "C", "C", "C", "O", "H", "H", "H", "H", "H", "H", "H", "H", "C", "C", "C", "O", "H", "H", "H", "H", "H", "H", "H", "H", "C", "C", "C", "O", "H", "H", "H", "H", "H", "H", "H", "H", "C", "C", "C", "O", "H", "H", "H", "H", "H", "H", "H", "H", "C", "C", "C", "O", "H", "H", "H", "H", "H", "H", "H", "H", "C", "C", "C", "O", "H", "H", "H", "H", "H", "H", "H", "H", "C", "C", "C", "O", "H", "H", "H", "H", "H", "H", "H", "H", "C", "C", "C", "O", "H", "H", "H", "H", "H", "H", "H", "H"], "coordinates": [[5.54449, -1.80105, 21.30184], [6.31282, -2.63267, 20.47098], [5.66034, -3.75252, 19.92120], [6.63554, -4.81552, 19.57949], [7.47288, -4.61469, 18.42423], [8.44823, -3.54373, 18.67893], [9.64030, -3.66852, 17.81344], [10.28365, -4.92276, 18.23738], [11.37540, -5.34277, 17.46618], [4.75312, -2.28194, 21.86452], [4.97374, -1.07074, 20.70437], [6.31882, -1.28208, 21.93996], [5.01162, -3.45743, 19.07234], [4.98235, -4.08827, 20.66344], [6.11106, -5.78270, 19.50952], [7.20773, -4.93508, 20.49467], [7.94760, -5.49459, 18.21178], [8.87833, -3.60718, 19.70487], [8.02686, -2.58148, 18.61333], [10.30001, -2.81408, 18.12725], [9.40505, -3.67857, 16.75821], [11.08046, -5.77347, 16.51331], [11.98969, -6.15851, 18.00150], [11.97575, -4.49980, 17.23014], [7.37431, -3.51230, 23.87947], [7.68771, -4.44758, 24.87777], [7.91085, -3.84714, 26.10158], [8.37838, -4.95455, 27.11472], [9.69017, -5.52670, 26.79730], [10.79539, -4.58002, 26.88708], [12.06355, -5.10404, 26.24890], [11.95874, -5.29419, 24.84648], [11.77309, -4.07343, 24.16901], [8.14572, -2.70386, 23.57913], [6.45355, -2.91856, 24.17882], [7.27718, -4.10475, 22.94200], [6.86077, -3.53432, 26.46661], [8.60181, -2.98038, 26.10771], [7.67751, -5.77022, 26.98774], [8.32585, -4.51050, 28.11621], [9.57636, -5.88936, 25.84896], [10.91977, -4.42008, 27.98981], [10.39078, -3.67927, 26.47085], [12.29960, -6.07844, 26.74212], [12.86195, -4.44212, 26.49432], [11.64909, -4.32666, 23.07248], [12.58536, -3.37851, 24.34151], [10.85023, -3.50624, 24.51183], [3.27216, -3.48424, 27.02890], [4.42318, -2.61899, 27.01467], [4.14528, -1.51135, 26.06125], [5.42246, -0.70935, 25.91108], [5.56014, 0.27940, 26.94852], [6.88437, 0.83056, 27.02611], [7.01138, 1.52283, 28.35100], [6.87683, 0.51962, 29.35395], [6.85639, 1.07898, 30.67972], [3.51255, -4.48425, 27.21414], [2.76226, -3.59004, 26.05114], [2.47167, -3.12422, 27.62285], [3.32077, -0.87136, 26.38007], [3.90713, -2.00891, 25.08835], [5.51575, -0.30949, 24.91285], [6.13620, -1.55933, 26.00071], [5.34466, -0.09921, 27.86023], [7.04196, 1.56513, 26.23955], [7.65210, 0.00348, 26.97671], [6.19966, 2.19357, 28.46108], [7.95988, 2.12405, 28.41684], [6.96914, 0.22343, 31.35983], [5.93428, 1.59181, 30.90489], [7.74714, 1.72809, 30.83744], [3.59939, -2.01668, 34.67785], [3.39561, -3.19282, 33.96032], [4.53939, -3.99123, 33.74344], [5.78844, -3.45390, 33.11766], [6.73582, -4.49841, 32.89587], [6.48596, -5.27438, 31.60227], [6.51678, -4.35309, 30.41229], [7.73987, -3.69863, 30.49382], [7.85849, -2.44939, 29.86460], [2.63146, -1.58683, 34.92091], [4.14254, -1.19579, 34.23838], [4.22891, -2.29356, 35.57626], [4.16317, -4.82436, 33.15861], [4.93201, -4.41186, 34.75407], [6.13788, -2.77537, 33.81175], [5.57245, -2.88255, 32.20391], [7.63836, -4.07062, 32.77399], [5.54562, -5.77002, 31.65154], [7.29820, -6.01180, 31.53608], [5.68280, -3.64589, 30.31136], [6.44925, -5.01756, 29.54900], [8.71427, -1.92718, 30.24084], [7.04545, -1.82994, 30.16296], [7.81269, -2.40875, 28.83088], [10.02349, -1.38276, 21.65715], [10.95529, -0.61574, 22.50113], [10.28993, -0.03746, 23.73747], [11.97183, -1.47432, 23.02089], [10.61710, -1.82089, 20.79025], [9.28926, -0.67014, 21.22457], [9.57615, -2.20051, 22.24904], [11.29955, 0.18723, 21.89892], [9.59444, 0.71814, 23.34440], [11.06204, 0.50587, 24.29839], [9.80609, -0.81144, 24.33041], [12.34813, -2.11634, 22.33768], [15.94371, -5.41899, 25.32226], [16.22988, -5.62509, 23.80768], [15.03019, -5.22129, 23.01408], [17.40272, -5.02302, 23.31031], [16.84475, -5.53886, 25.85508], [15.21984, -6.14985, 25.73251], [15.45901, -4.47016, 25.50246], [16.34609, -6.71518, 23.61226], [15.15918, -5.51706, 21.99085], [14.76965, -4.12387, 23.06861], [14.10649, -5.75251, 23.34127], [17.33076, -4.07882, 23.13137], [15.34000, 0.77532, 25.90428], [14.93704, -0.23624, 24.88028], [15.20469, -1.69172, 25.24579], [13.58734, -0.04121, 24.62435], [14.75637, 0.54770, 26.79394], [15.09597, 1.76968, 25.63543], [16.40316, 0.77411, 26.14837], [15.50015, -0.04187, 23.95077], [16.20681, -1.92176, 24.94230], [14.48419, -2.37345, 24.68166], [15.03185, -1.93128, 26.25833], [13.30937, -0.70896, 23.94846], [11.11987, 0.41287, 28.28823], [12.00152, -0.79289, 28.14931], [11.72015, -1.91975, 29.10334], [11.95707, -1.40451, 26.84805], [11.42487, 0.97286, 29.18686], [10.05905, 0.18762, 28.34845], [11.22067, 1.10321, 27.47114], [13.02079, -0.41983, 28.31310], [10.73493, -2.35072, 28.89039], [11.69884, -1.53847, 30.16722], [12.49577, -2.70433, 29.09683], [12.41178, -0.89559, 26.15526], [6.89110, -9.28722, 25.26005], [5.74718, -8.48269, 25.90084], [5.54065, -7.23006, 25.13276], [4.55146, -9.23129, 25.77870], [7.78617, -8.67206, 25.17869], [6.54215, -9.52501, 24.22206], [7.12825, -10.18137, 25.83306], [5.95945, -8.33699, 26.95506], [4.64799, -6.62762, 25.52405], [5.36171, -7.57796, 24.10536], [6.41842, -6.58554, 25.20260], [4.83779, -10.11513, 26.06223], [10.41205, -9.83530, 28.75846], [9.66010, -8.53072, 28.74370], [9.08747, -8.22267, 30.08601], [10.56064, -7.63437, 28.29447], [10.64665, -10.03221, 27.76226], [9.71294, -10.64710, 29.10525], [11.37998, -9.78854, 29.27632], [8.82139, -8.64541, 28.03497], [9.86366, -7.76097, 30.73529], [8.63303, -9.10720, 30.55486], [8.36344, -7.43958, 29.85786], [10.15910, -6.85181, 27.77292], [15.21328, -5.88617, 28.91263], [13.94225, -6.66398, 29.29223], [12.80098, -5.91597, 29.94558], [13.50157, -7.14425, 27.99541], [15.84247, -6.60356, 28.32765], [15.71761, -5.48107, 29.80476], [14.84000, -5.15355, 28.19055], [14.22623, -7.56163, 29.88026], [11.94235, -6.56830, 30.02041], [12.51495, -5.12640, 29.27238], [13.03780, -5.46986, 30.90170], [12.56968, -7.43062, 27.93944], [2.97890, -8.31206, 22.00696], [3.93789, -7.59831, 21.17508], [3.34706, -7.20970, 19.78698], [4.42851, -6.39430, 21.70091], [2.53927, -9.07867, 21.39428], [2.13464, -7.63489, 22.22164], [3.45690, -8.79168, 22.83958], [4.71486, -8.36716, 20.95350], [4.11875, -6.67457, 19.16558], [2.47413, -6.58360, 19.96997], [3.10331, -8.12592, 19.27291], [4.86367, -6.50221, 22.53065], [9.71486, -6.95587, 22.43352], [10.70240, -7.98693, 22.85375], [11.02748, -8.85929, 21.58470], [11.94919, -7.45702, 23.16822], [8.72669, -7.33456, 22.27983], [10.03345, -6.40886, 21.53516], [9.62497, -6.16055, 23.15013], [10.21492, -8.59145, 23.61036], [11.76598, -9.56802, 21.92113], [11.45012, -8.08457, 20.93283], [10.14073, -9.27055, 21.13892], [11.85412, -6.88458, 23.94910]], "e_above_lowest_kj_mol": 417.6, "homo_energy_ev": -8.790, "lumo_ev": 0.3}